Version P
Here is a 9-piece molecular cluster, C30H85N7O9 overall from the OMol25 dataset. Energies are from the ωB97M-V functional and the def2-TZVPD basis.

Properties
* HOMO energy: -8.53 eV
* frontier orbital gap: 9.03 eV
* SMILES: COC[C@H](C)N.COC[C@H](C)N.COC[C@H](C)N.COC[C@H](C)N.COC[C@H](C)N.COC[C@H](C)N.COC[C@H](C)N.CO.CO
* LUMO: 0.01832 Ha
* multiplicity: 1

Cartesian coordinates (Å):
C 0.0679 -4.3786 1.0464
O 0.7928 -3.1871 0.9062
C 2.1342 -3.2278 1.3510
C 2.2130 -3.2722 2.8996
C 1.2170 -2.3397 3.5648
N 3.6264 -3.0762 3.3548
H 0.5322 -5.1863 0.4192
H -0.9211 -4.2115 0.6356
H 0.0509 -4.7786 2.0535
H 2.6298 -4.0877 0.8523
H 2.6962 -2.4087 0.8928
H 1.9747 -4.2991 3.3041
H 0.1797 -2.5602 3.4188
H 1.2581 -1.3238 3.1779
H 1.4948 -2.3657 4.6312
H 4.0388 -2.1846 3.1339
H 3.7597 -3.3140 4.3131
C 1.1535 -5.0785 -4.1143
O 2.2951 -5.7806 -3.6397
C 2.9661 -4.9321 -2.7788
C 4.3216 -5.5749 -2.3287
C 4.1375 -6.7634 -1.4197
N 5.0335 -4.4793 -1.5608
H 0.4527 -5.6756 -4.7399
H 1.4609 -4.1811 -4.6555
H 0.5994 -4.7422 -3.2759
H 3.1392 -3.9514 -3.2828
H 2.4818 -4.6444 -1.8954
H 4.9969 -5.8342 -3.1404
H 3.3850 -7.4744 -1.7955
H 3.7076 -6.4875 -0.4658
H 5.1300 -7.3070 -1.3114
H 5.8798 -4.2176 -2.0341
H 5.3727 -4.8120 -0.6400
C 1.1553 5.2571 -2.8127
O 0.8110 4.2608 -3.7829
C 1.8000 3.3605 -4.0778
C 1.1153 2.1152 -4.6375
C 0.3181 1.4035 -3.4669
N 2.0817 1.1145 -4.9853
H 1.2802 4.7753 -1.9128
H 0.2182 5.8308 -2.6485
H 1.9739 5.8753 -3.0849
H 2.4207 3.8795 -4.8011
H 2.4877 3.1394 -3.2345
H 0.4640 2.4451 -5.4573
H 0.9393 1.4135 -2.5711
H 0.2606 0.3334 -3.6592
H -0.6352 1.8066 -3.2077
H 1.7107 0.1765 -4.9571
H 2.5406 1.2402 -5.8881
C -2.4114 -3.5861 4.9855
O -3.4766 -3.2129 4.1093
C -3.1508 -2.0820 3.3047
C -4.3620 -1.7377 2.5245
C -4.7215 -2.9142 1.5076
N -4.1991 -0.4038 1.8089
H -2.7203 -4.4419 5.6023
H -2.2518 -2.7206 5.6031
H -1.5004 -3.8225 4.3627
H -2.8443 -1.2445 3.9426
H -2.3040 -2.3268 2.6484
H -5.2366 -1.6228 3.2005
H -5.6933 -2.6840 1.0221
H -4.6573 -3.8278 2.0490
H -3.9062 -3.0042 0.8196
H -4.4263 0.3621 2.4619
H -3.2477 -0.3701 1.5482
C 1.9322 1.6676 1.7797
O 1.8276 3.0694 1.8151
C 2.9010 3.6563 1.0160
C 2.9224 5.1614 1.2701
C 3.1950 5.5729 2.6822
N 1.7015 5.7321 0.6883
H 0.9632 1.2472 2.0556
H 2.7208 1.2835 2.4397
H 2.0964 1.4076 0.7298
H 3.7816 3.0462 1.2401
H 2.7237 3.4534 0.0003
H 3.8847 5.4918 0.7770
H 4.0954 5.0696 2.9712
H 2.4139 5.4348 3.3962
H 3.5460 6.6465 2.7697
H 0.8878 5.3997 1.2124
H 1.7286 6.7274 0.7715
C -1.5724 4.9367 0.1771
O -1.2592 4.7641 1.5500
C -1.4496 3.3716 1.8773
C -1.5584 3.2337 3.3986
C -0.3027 3.7583 4.0496
N -1.9782 1.8059 3.7131
H -1.5019 5.9994 -0.0277
H -2.5831 4.7423 -0.1315
H -0.8352 4.4797 -0.4824
H -2.4392 3.0193 1.4856
H -0.6187 2.7513 1.5363
H -2.4361 3.8139 3.7520
H 0.5958 3.2114 3.8519
H -0.3637 3.8834 5.1631
H -0.1691 4.7717 3.6097
H -1.9603 1.8229 4.7716
H -1.1285 1.2294 3.5393
C -4.4733 0.5735 -4.8914
O -4.6481 0.4181 -3.4940
C -5.7952 1.1049 -3.0675
C -5.7479 0.9835 -1.5296
C -4.7875 2.0617 -1.0189
N -5.6451 -0.3966 -1.1906
H -4.2987 1.6655 -5.1257
H -5.4582 0.2055 -5.3039
H -3.7080 -0.0918 -5.2520
H -5.7703 2.1834 -3.3868
H -6.7269 0.6650 -3.4350
H -6.7330 1.2543 -1.1045
H -3.7988 2.0000 -1.5885
H -4.7126 1.8766 0.0574
H -5.1850 3.0490 -1.1180
H -4.8788 -0.8066 -1.7065
H -5.3180 -0.4649 -0.2259
C 4.3692 -0.8402 -1.6216
O 4.3228 -1.8240 -0.6221
H 5.3963 -0.6989 -2.0719
H 3.6893 -1.1324 -2.4702
H 3.9443 0.0319 -1.1469
H 4.5419 -2.6357 -1.0484
C -0.8618 -0.0188 -0.3065
O -0.7285 -0.6166 0.9702
H -1.8815 -0.3206 -0.6387
H -0.8694 1.0738 -0.2443
H -0.0700 -0.3147 -1.0065
H -0.0191 -1.2970 0.9478



Version Q
Here is a 9-piece molecular cluster, C30H85N7O9 overall from the OMol25 dataset. Energies are from the ωB97M-V functional and the def2-TZVPD basis.

Properties
* HOMO energy: -8.87 eV
* frontier orbital gap: 9.23 eV
* SMILES: COC[C@H](C)N.COC[C@H](C)N.COC[C@H](C)N.COC[C@H](C)N.COC[C@H](C)N.COC[C@H](C)N.COC[C@H](C)N.CO.CO
* LUMO: 0.01308 Ha
* multiplicity: 1

Cartesian coordinates (Å):
C -0.3887 -1.5260 -4.5513
O -0.6125 -1.4220 -5.9862
C -1.8634 -1.9219 -6.4852
C -1.8800 -3.4521 -6.5286
C -0.9029 -4.0130 -7.4869
N -3.2522 -3.9640 -6.6901
H 0.2666 -0.7042 -4.2624
H 0.1687 -2.4372 -4.3344
H -1.2373 -1.4655 -3.8698
H -2.6434 -1.5428 -5.8249
H -2.0957 -1.6628 -7.5181
H -1.5794 -3.8705 -5.5680
H -0.9549 -5.0956 -7.3713
H 0.1283 -3.7326 -7.2718
H -1.0197 -3.7535 -8.5391
H -3.8148 -3.6440 -5.9148
H -3.2494 -4.9712 -6.6157
C 0.7221 -1.0765 8.2245
O 1.0883 -0.6135 6.9243
C 1.3677 -1.7995 6.0999
C 1.7429 -1.3521 4.6891
C 0.5753 -1.0929 3.6968
N 2.6472 -2.2649 3.9812
H 1.3586 -1.7901 8.7475
H -0.2500 -1.5686 8.1920
H 0.4998 -0.1883 8.8159
H 2.2113 -2.2455 6.6268
H 0.4971 -2.4550 6.1229
H 2.2792 -0.4243 4.8880
H 0.2282 -0.0636 3.7873
H -0.2516 -1.7773 3.8864
H 0.7308 -1.2114 2.6244
H 3.0885 -1.6772 3.2882
H 1.9731 -2.8112 3.4643
C 1.1076 2.7280 2.3222
O 1.9865 3.0998 3.4371
C 2.2491 2.0441 4.3858
C 3.2796 2.5052 5.4489
C 3.5191 1.4590 6.4699
N 2.7227 3.6923 6.1329
H 1.3239 3.4096 1.4996
H 0.0482 2.8200 2.5613
H 1.2946 1.7116 1.9758
H 1.3327 1.7144 4.8753
H 2.7277 1.2647 3.7930
H 4.2117 2.8259 4.9836
H 2.5600 1.4043 6.9849
H 4.2569 1.7600 7.2136
H 3.8333 0.4975 6.0639
H 1.7782 3.4335 6.3798
H 2.5242 4.3107 5.3594
C -1.1969 5.2024 0.3874
O 0.0193 5.0256 -0.3065
C -0.2296 4.5701 -1.6179
C 1.1183 4.1446 -2.2324
C 2.2079 5.1804 -2.2568
N 0.9776 3.6752 -3.5884
H -1.4353 4.2368 0.8332
H -2.0389 5.5184 -0.2284
H -1.1030 5.9631 1.1624
H -0.9531 3.7552 -1.6412
H -0.6282 5.3807 -2.2279
H 1.4344 3.3187 -1.5951
H 1.7353 6.0294 -2.7509
H 3.1490 5.0382 -2.7881
H 2.3799 5.5079 -1.2315
H 0.1140 3.1515 -3.5940
H 1.6781 2.9512 -3.6607
C 2.0937 -1.8067 -1.6043
O 3.3203 -1.2621 -1.0160
C 3.1355 -0.8968 0.3331
C 4.5060 -0.9066 1.0015
C 4.9908 -2.3378 1.1475
N 4.4188 -0.3155 2.3732
H 1.2273 -1.1461 -1.6364
H 1.8010 -2.7685 -1.1832
H 2.2803 -2.1517 -2.6213
H 2.6843 0.0919 0.4172
H 2.4872 -1.5886 0.8708
H 5.3248 -0.4722 0.4280
H 5.0439 -2.6981 0.1201
H 4.3116 -2.9097 1.7797
H 5.9886 -2.4280 1.5767
H 5.3173 -0.2715 2.8325
H 4.1652 0.6603 2.3131
C -8.3887 2.9540 -2.3302
O -7.1022 2.4347 -2.0303
C -6.1704 3.4435 -2.1846
C -4.7763 2.7771 -2.1306
C -4.4675 2.2068 -0.7051
N -3.7519 3.7637 -2.4702
H -8.4687 3.5612 -3.2318
H -8.9421 3.5189 -1.5800
H -9.0288 2.1184 -2.6132
H -6.3369 4.0419 -3.0803
H -6.2859 4.2144 -1.4227
H -4.7896 1.8909 -2.7651
H -4.4774 3.0177 0.0232
H -3.5522 1.6150 -0.6997
H -5.2694 1.5601 -0.3489
H -4.0241 4.2079 -3.3355
H -3.8763 4.5182 -1.8105
C -0.9616 -3.1481 0.5622
O 0.1141 -3.8359 1.1950
C -0.0825 -5.2487 1.0556
C 1.1735 -6.0221 1.3608
C 2.3691 -5.6758 0.4256
N 0.7978 -7.4148 1.3503
H -1.1236 -3.4944 -0.4585
H -0.7441 -2.0824 0.4918
H -1.9113 -3.3486 1.0582
H -0.9454 -5.4505 1.6901
H -0.2846 -5.4868 0.0113
H 1.5497 -5.7670 2.3515
H 2.2297 -6.0787 -0.5776
H 3.3618 -5.9933 0.7449
H 2.4018 -4.5974 0.2710
H 0.1782 -7.6907 2.0987
H 0.2410 -7.6041 0.5291
C -0.2480 0.7772 -0.3760
O -0.7841 -0.0280 -1.4429
H -0.8649 1.6541 -0.1800
H -0.2882 0.3572 0.6291
H 0.7348 1.2232 -0.5291
H -0.7714 0.4605 -2.2692
C -2.1798 1.4684 -4.6596
O -1.7005 1.9260 -3.3566
H -2.8263 0.5942 -4.5830
H -2.7308 2.2656 -5.1586
H -1.3249 1.2456 -5.2981
H -2.3299 2.6188 -3.1433



What should be chosen as the most stable of them? Choose version P.



Version P
Here is a 2-piece molecular cluster, C12H12 overall from the OMol25 dataset. Energies are from the ωB97M-V functional and the def2-TZVPD basis.

Properties
* HOMO energy: -8.59 eV
* frontier orbital gap: 9.49 eV
* SMILES: c1ccccc1.c1ccccc1
* LUMO: 0.03327 Ha
* multiplicity: 1

Cartesian coordinates (Å):
C -0.7843 1.6424 -0.1669
C -0.9991 2.8597 0.6207
C -0.7827 2.7406 2.0025
C -0.8027 1.4996 2.6498
C -0.9389 0.2871 2.0275
C -0.8842 0.4030 0.5915
H -0.7453 1.6908 -1.1917
H -0.9157 3.8678 0.3597
H -0.6351 3.6208 2.8913
H -0.7964 1.6619 3.6958
H -1.1808 -0.7066 2.4538
H -0.5876 -0.5150 0.1551
C 1.6437 -0.9528 -0.3576
C 2.0896 -0.9168 -1.6614
C 1.1681 -1.4212 -2.6503
C 0.0582 -2.2040 -2.3579
C -0.2983 -2.2395 -1.0160
C 0.4249 -1.6062 -0.0052
H 1.9503 -0.4348 0.5218
H 2.9818 -0.5531 -2.1098
H 1.4577 -1.3858 -3.7473
H -0.5053 -2.7753 -3.0561
H -0.9565 -3.1003 -0.6425
H 0.0386 -1.4623 0.9930



Version Q
Here is a single C12H12 molecule from the OMol25 dataset. Energies are from the ωB97M-V functional and the def2-TZVPD basis.

Properties
* HOMO energy: -7.92 eV
* frontier orbital gap: 8.61 eV
* SMILES: Cc1ccc2c(C)cccc2c1
* LUMO: 0.02546 Ha
* multiplicity: 1

Cartesian coordinates (Å):
C 3.8511 -0.2921 0.0380
C 2.3153 -0.0598 -0.1302
C 1.7634 1.3143 -0.1088
C 0.4052 1.3534 0.0187
C -0.6070 0.2876 -0.0537
C -2.0112 0.5510 0.0080
C -2.5430 1.9208 -0.0396
C -2.6777 -0.6628 0.0673
C -2.1703 -1.9474 -0.0138
C -0.8016 -2.1012 -0.1080
C -0.0555 -0.9399 0.0754
C 1.3515 -1.0886 0.0120
H 3.8741 -1.3932 0.3293
H 4.4253 0.0313 -0.7601
H 3.9752 0.2781 0.9174
H 2.4580 2.1416 0.0275
H -0.1571 2.4034 -0.0901
H -3.6955 1.9415 -0.1644
H -2.4384 2.2810 1.0192
H -2.0854 2.6084 -0.7443
H -3.8060 -0.7105 0.0279
H -2.8556 -2.7277 -0.1649
H -0.3629 -3.1275 -0.1567
H 1.8479 -2.0617 -0.0060



What should be chosen as the most stable of them? Choose version Q.



Version P
Here is a 2-piece molecular cluster, C2H2IO2S overall from the OMol25 dataset. Energies are from the ωB97M-V functional and the def2-TZVPD basis.

Properties
* HOMO energy: -2.93 eV
* net charge: -1
* frontier orbital gap: 6.26 eV
* LUMO: 0.12243 Ha
* multiplicity: 1

Cartesian coordinates (Å):
C 0.7077 -1.8593 0.1839
C -0.4213 0.6302 -0.6983
O 0.1082 -2.5970 -0.4976
O 1.4085 -1.2055 0.8288
S 0.1999 1.9989 0.3389
I -2.4268 0.0138 0.0185
H -0.6919 1.3494 -1.5222
H 1.1157 1.6696 1.3480



Version Q
Here is a 2-piece molecular cluster, C2H2IO2S overall from the OMol25 dataset. Energies are from the ωB97M-V functional and the def2-TZVPD basis.

Properties
* HOMO energy: -2.30 eV
* net charge: -1
* frontier orbital gap: 5.52 eV
* LUMO: 0.11808 Ha
* multiplicity: 1

Cartesian coordinates (Å):
C -2.3140 -0.8362 -0.7788
C 0.9012 0.5216 0.1114
O -2.3726 -0.0669 -1.6031
O -2.2799 -1.6758 0.0300
S 2.4165 -0.3497 0.2490
I 0.7911 2.3740 1.4288
H 0.9390 0.9023 -0.9353
H 1.9187 -0.8694 1.4980



What should be chosen as the most stable of them? Choose version P.